(1)
Below is 2 unconnected molecules or ions with the total composition C5H16N3 in a non-equilibrium geometry, with properties calculated with ωB97M-V/def2-TZVPD.

Structure (XYZ):
```
24
Properties=species:S:1:pos:R:3:mulliken_charge:R:1
H 0.72880 -1.46072 1.35919 0.18
N 1.54552 1.30554 -0.72495 0.04
H 0.18800 -1.79097 -0.40956 0.23
N 1.37157 0.63569 -2.93220 -0.33
C -1.73195 -0.83424 2.31511 -1.29
H 1.18921 2.42431 0.95054 0.36
C -1.35256 -1.23374 0.90191 0.38
N -0.54824 1.05136 -1.71733 -0.26
C 0.74372 1.03511 -1.83876 0.68
H 0.93641 0.06180 -3.65479 0.27
H -1.01842 1.55625 -0.97314 0.30
C 1.14857 1.36667 0.64622 -0.56
H -1.12962 0.73918 -2.50231 0.25
H 2.38369 0.74388 -2.99077 0.25
C 0.00018 -1.88766 0.66244 -0.93
H -2.16837 -1.82581 0.51073 0.41
H -0.90254 -0.50028 2.94721 0.32
H -2.10478 -1.70555 2.85082 0.39
H -1.29644 -0.34821 0.27754 -0.35
H 0.14252 1.01833 0.89290 0.19
H 0.08551 -2.95655 0.78836 0.41
H -2.47598 -0.03628 2.33971 0.36
H 2.38799 1.87257 -0.90805 0.37
H 1.87720 0.76932 1.20917 0.34
```

Properties
Expectation value of S²   0.757
HOMO level (spin up / spin down)   -17.777 / -17.671 eV
Frontier orbital gap (spin up / spin down)   9.0 / 3.6 eV
Electronic energy   -363.61402 Ha
Total charge   +2
2S+1   2
Energy above the lowest of the compared OMol25 structures with the same formula, charge and spin   230.0 kJ/mol



(2)
Below is a molecular structure, C24H36Cl4F14HfNO16P2S2 in a non-equilibrium geometry, with properties calculated with ωB97M-V/def2-TZVPD.

Structure (XYZ):
```
100
Properties=species:S:1:pos:R:3:mulliken_charge:R:1
H 3.64071 -2.47564 -15.60498 0.12
O 5.85906 0.44200 -25.38692 -0.61
O 2.95817 -2.06460 -15.04542 -0.38
H 7.26321 1.78221 -17.80226 -0.33
H 11.53428 -5.08725 -19.03493 0.33
F 6.27049 -2.28431 -19.47403 -0.34
H 5.87422 1.72302 -15.59221 0.07
H 6.43665 -1.50562 -26.46015 0.33
C 1.44694 -5.05630 -12.65118 0.56
C 4.44337 -2.47628 -22.75075 0.62
H 10.76124 -5.05672 -20.57087 0.37
O 5.94648 -2.68815 -13.69225 -0.36
C 4.86075 1.82543 -15.20496 -0.38
H 5.02804 0.89864 -22.85174 0.52
C 4.99098 -2.77691 -24.04578 -0.78
O 3.98135 -3.29682 -21.97904 -0.65
N 7.82560 -4.05757 -14.86422 -0.22
F 4.36066 -1.35974 -18.42705 -0.41
H 7.43475 -1.87249 -21.88405 -0.26
C 10.67567 -5.48696 -19.57295 -1.00
Cl 4.83769 1.44715 -13.48882 -0.21
H 10.46252 -1.05839 -23.79300 0.29
H 5.02902 -3.82009 -24.33275 0.44
H 9.24434 0.24204 -23.93641 0.44
O 9.82320 -2.39777 -26.06155 -0.33
H 0.84828 -5.67619 -10.90349 0.34
H 5.02116 -5.77214 -17.42152 0.56
C 5.42882 -1.85378 -24.92160 0.49
C 8.25784 -5.52759 -19.65311 -0.33
H 4.62456 2.88121 -15.32084 0.45
H 6.41964 3.31911 -18.00995 0.43
H 10.34238 -0.40923 -26.14492 0.41
H 7.61634 2.11143 -20.55607 0.39
H 2.27632 -6.47423 -13.93857 0.43
Cl 8.65662 3.56143 -18.53579 -0.21
C 2.09504 -5.42513 -13.75400 -0.99
H 11.93207 -2.19575 -25.98166 0.33
S 7.35470 -2.88639 -13.82052 0.75
F 7.09855 -2.88604 -17.43685 1.04
C 8.23203 -1.27431 -22.32254 -0.27
C 1.14622 -3.68431 -12.23006 0.37
H 11.29310 -3.80104 -26.04885 0.27
C 1.81523 -2.68443 -13.09732 -0.68
O 9.43863 -5.22749 -18.89118 -0.37
C 4.99998 -0.11511 -23.23637 -0.59
O 8.31911 -5.40764 -12.58688 -0.51
C 7.13752 2.64123 -18.46018 0.13
H 7.97593 -0.21091 -22.33404 0.44
Cl 3.73263 1.77324 -17.63487 -0.17
F 9.25127 -1.78618 -17.03131 -0.44
F 7.67432 -1.72891 -14.88301 -0.20
H 8.38663 -6.21628 -20.49280 0.67
O 8.54319 -1.66016 -23.64248 -0.30
H 2.93009 0.86074 -15.54880 0.42
O 5.87721 -2.22730 -26.13132 -0.58
F 5.30375 -2.15236 -16.39089 -0.34
O 8.24578 -2.57163 -12.75976 -0.50
C 9.50361 -0.77429 -24.23987 -0.46
C 4.53359 -1.02075 -22.37893 0.48
H 10.80831 -6.56763 -19.62636 0.39
C 6.76633 2.22383 -19.88749 0.09
F 10.98355 -1.72103 -19.70708 -0.35
H 11.15320 -2.86934 -24.55061 0.18
F 10.87497 -2.99414 -17.81582 -0.51
O 7.12714 -5.37467 -17.56709 0.27
C 7.10542 -6.05352 -18.84622 -0.66
Cl 5.88889 3.61901 -20.62260 -0.21
H 8.02498 -4.60002 -20.18439 0.05
C 5.91704 -5.71283 -16.80846 -0.93
H 4.05328 -1.43086 -20.60804 0.17
Hf 8.90439 -4.08195 -16.78633 1.48
H 4.29882 -0.01192 -16.29229 -0.74
H 9.10392 -1.41753 -21.66962 0.32
H 5.72527 -4.90618 -16.10629 -0.17
F 9.27536 -0.37795 -18.92809 -0.13
H 6.21646 -5.86392 -19.44815 0.45
S 7.38602 -5.26366 -13.65626 0.86
P 10.14534 -1.56528 -18.37838 1.18
F 4.87300 -3.51018 -17.97107 -0.59
C 3.89794 0.95900 -16.03069 0.58
O 1.08446 -6.01951 -11.77509 -0.53
C 11.08849 -2.81011 -25.64296 -0.66
O 3.31194 -4.71022 -15.65380 -0.57
O 0.45441 -3.37831 -11.28906 -0.56
O 5.99401 -5.52775 -13.49882 -0.33
F 7.77821 -6.50468 -14.61794 -0.30
P 5.70003 -2.11967 -18.00937 2.02
C 2.71341 -4.41641 -14.63720 0.99
H 8.61096 -0.68897 -26.15946 0.33
F 11.22928 -0.76540 -17.57288 -0.28
O 4.17979 -0.63158 -21.14467 -0.57
C 2.48297 -3.00889 -14.20934 0.41
C 5.46431 -0.39131 -24.60755 0.64
H 6.10148 -6.66084 -16.30598 0.46
F 8.98616 -2.64457 -18.92169 -0.42
H 7.18999 -7.11435 -18.60694 0.37
C 9.54865 -1.03761 -25.72989 -0.71
F 6.40380 -0.72500 -17.72895 -0.49
H 1.66904 -1.64112 -12.84909 0.48
H 6.16449 1.32181 -19.98914 -0.30
```

Properties
HOMO level   -11.064 eV
Frontier orbital gap   3.2 eV
Electronic energy   -6960.64007 Ha
Total charge   +1



(3)
Below is a molecular structure, C40H35ClN4O4P2PbS in a non-equilibrium geometry, with properties calculated with ωB97M-V/def2-TZVPD.

Structure (XYZ):
```
88
Properties=species:S:1:pos:R:3:mulliken_charge:R:1
C -3.74445 1.80911 -2.87515 -0.35
Pb -0.00886 -0.69399 1.20343 2.03
H 0.59138 -6.29063 5.01163 0.40
C 0.50259 -6.39532 2.86404 -0.59
C -5.01039 0.34200 -1.45972 -0.75
H 1.26004 5.78728 -2.92119 0.44
O -2.85153 -1.32818 1.62102 -0.55
C -1.10597 -1.61273 -4.03023 -0.58
C 1.02344 3.29101 -0.65427 0.39
H -0.96155 -3.73898 -4.22988 0.42
H -1.39405 0.45155 -3.56268 0.32
C 0.28150 -5.69444 1.68349 -0.89
H -0.80663 -0.63790 5.74590 0.26
H 6.23304 1.27308 4.67954 0.39
H 0.70893 -7.45345 2.82874 0.39
H 3.92099 1.59231 1.09990 0.44
H 2.61066 0.09680 -0.24037 0.53
H -7.06086 0.06272 -1.99148 0.43
S -0.02165 -3.32608 5.47169 -0.35
C 2.46212 0.19499 -1.30712 -1.31
H -2.06481 2.89480 0.59402 0.34
H 4.32158 0.14479 5.79529 0.39
C -6.06257 1.39482 -3.33986 -0.60
C 0.02134 -3.66372 2.91443 -0.56
H -6.93778 1.56238 -3.94996 0.38
P -2.36795 0.51535 -0.71274 0.06
C 0.18749 -4.39543 4.10425 0.69
H 0.12273 3.64669 -2.56366 0.13
H -4.81538 2.69399 -4.49840 0.44
C 1.34115 0.87863 -1.77064 2.02
N -0.50574 -0.75953 4.79285 -0.09
H -0.80829 -1.42036 -5.05098 0.47
C 1.19729 1.07807 -3.13564 -0.43
N -0.19765 -2.32297 3.08934 0.67
H 2.22993 -0.23710 4.59882 0.37
H 0.28272 -6.22428 0.74141 0.40
H 3.94687 -0.55161 -4.24153 0.41
H -0.14346 -3.78377 0.79422 -0.11
C 3.05333 0.25709 4.10889 -0.76
Cl -3.10600 -0.21009 2.46708 1.81
C -1.92748 3.03844 -0.48227 -1.56
H -2.28529 -2.28869 -0.42572 0.45
C -1.92751 -2.10713 -1.43042 -0.36
H 0.35967 1.63780 -3.51909 0.04
H -5.05296 -0.29627 -0.58979 0.42
H -2.91473 3.17792 -0.92240 0.56
H 2.03736 0.76278 -5.07091 0.48
C 1.39808 -2.15812 -0.39025 -0.48
H -0.85344 -0.07833 4.11880 0.15
C -0.29387 -1.99574 4.34101 0.06
C -1.62203 -3.16409 -2.27167 -0.83
H 4.23245 -0.89242 -1.80920 0.49
C -1.19493 -2.91655 -3.56788 -0.81
C 2.14052 0.57373 -4.01317 -0.55
C 4.24311 0.45598 4.76223 -0.50
H 3.18236 5.39443 0.87210 0.46
H 2.03116 3.24192 1.22850 0.51
C 2.51669 5.00937 0.11450 -0.64
C 1.84163 0.09658 2.06409 -1.15
O -3.48215 -0.65482 3.75243 -0.74
C -1.80922 -0.79555 -1.88282 0.97
H 1.08305 -3.48577 -2.05690 0.26
C -1.42048 -0.55897 -3.19359 -0.55
C 0.44643 -5.75322 4.08852 -0.49
P 0.28990 1.61352 -0.44890 -0.97
N 1.30412 -2.88323 -1.29303 0.13
O -4.07597 0.62757 1.88267 -0.64
C 1.87493 3.79704 0.31562 -0.43
H -2.81930 2.30616 -3.12694 0.16
C 5.16451 1.52222 2.82840 -0.79
C 3.38816 -0.33517 -2.18622 -0.63
C -3.80638 0.96068 -1.77496 0.73
C 5.31237 1.09530 4.14575 -0.53
O -1.86573 0.54456 2.61472 -0.81
H 5.96950 2.05316 2.33872 0.40
H 2.80114 6.67503 -1.20668 0.39
C 0.80503 4.02288 -1.81792 -0.11
C 0.04513 -4.33472 1.69928 0.36
C 4.02411 1.25559 2.12045 -0.16
H -1.72284 -4.18142 -1.91244 0.48
C -6.13126 0.55120 -2.24362 -0.59
H -1.34228 3.94206 -0.64720 0.46
C 2.91500 0.58069 2.71727 1.44
C -4.86929 2.02626 -3.64978 -0.84
C 1.44051 5.23268 -2.01259 -0.83
C 2.30303 5.72949 -1.04795 -0.65
N -1.28257 1.87705 -1.13809 0.99
C 3.22619 -0.14880 -3.54711 -0.80
```

Properties
HOMO level (spin up / spin down)   -6.586 / -7.136 eV
Frontier orbital gap (spin up / spin down)   6.7 / 6.6 eV
Electronic energy   -3798.77165 Ha
Energy above the lowest of the compared OMol25 structures with the same formula, charge and spin   596.7 kJ/mol



(4)
Below is C4H10N2OS in the gas phase in a non-equilibrium geometry, with properties calculated with ωB97M-V/def2-TZVPD.

Structure (XYZ):
```
18
Properties=species:S:1:pos:R:3:mulliken_charge:R:1
N 1.68121 -1.83119 -0.14703 -0.62
H 2.29385 -1.07850 0.20395 0.24
H -0.17524 2.32424 -0.91861 0.34
C -0.17271 -0.26357 -0.31198 0.27
H -0.34553 -2.36819 -0.01866 0.40
S -2.88964 -0.78225 -0.58910 -0.32
N -1.73068 0.91574 1.07472 -0.25
H -2.63861 1.13220 1.43256 0.21
H 0.23608 -1.46621 1.44138 0.29
H 1.13986 1.52285 -1.76890 0.33
H 2.01838 -2.71659 0.21982 0.24
H -0.90724 1.34653 1.42395 0.24
H 1.46650 2.57738 -0.36719 0.27
C 0.76960 1.84090 -0.79844 -0.79
O 0.69900 0.76103 0.12106 -0.48
C -1.62057 0.01333 0.09843 -0.16
H -0.14336 -0.36641 -1.41654 0.44
C 0.31911 -1.56129 0.32060 -0.66
```

Properties
HOMO level   -8.350 eV
Frontier orbital gap   9.2 eV
Electronic energy   -741.34156 Ha
Energy above the lowest of the compared OMol25 structures with the same formula, charge and spin   95.7 kJ/mol